Entry 1:
Computed, not measured: a structure of composition C24H25AgAsF5N6O4Te in a non-equilibrium geometry, with ωB97M-V/def2-TZVPD.

Properties
ΔE to the lowest compared entry with this formula, charge and spin ... 37.03 kJ/mol
Strongest force on any atom ... 5.05 eV/A
Net charge ... -2

Geometry as XYZ:
```
67
C24H25AgAsF5N6O4Te, DFT ωB97M-V/def2-TZVPD
Ag -0.3172 -0.3763 0.4195
N 1.9522 -1.2223 -0.5472
C 3.0789 -0.4095 -0.1036
C 2.8440 0.2963 1.2407
O 3.8679 0.7490 1.8031
N 1.5890 0.3797 1.6074
C 1.2987 1.1401 2.8081
C 0.1619 2.1578 2.5997
O 0.1157 3.1721 3.3086
O -0.6680 1.8739 1.6798
H 1.8297 -2.0121 0.0797
H 2.0931 -1.5945 -1.4806
H 3.2400 0.3886 -0.8407
H 4.0233 -0.9641 -0.0155
H 2.1753 1.6757 3.1898
H 0.9479 0.4665 3.6043
N -4.1140 4.3543 0.9889
C -3.2161 3.3323 0.7189
N -1.9186 3.5319 0.9659
N -3.7468 2.2435 0.2295
C -2.9347 1.2748 -0.0865
N -2.2627 0.4048 -0.4276
H -3.7331 5.2884 0.9664
H -4.9877 4.2403 0.4989
H -1.6609 4.3583 1.4815
H -1.2660 2.6813 1.1233
C 2.9934 3.0635 -6.2299
C 1.6421 3.3469 -6.1025
C 0.9511 2.9738 -4.9578
C 1.6030 2.3253 -3.9131
C 2.9578 2.0339 -4.0606
C 3.6508 2.3996 -5.2046
As 0.7858 1.8200 -2.1779
C 1.0975 3.5383 -1.2924
C 1.4635 3.4715 0.0440
C 1.6558 4.6341 0.7806
C 1.5107 5.8679 0.1692
C 1.1787 5.9427 -1.1787
C 0.9683 4.7826 -1.9050
C -1.0576 2.0501 -2.7972
C -1.8476 3.1649 -2.5578
C -3.1276 3.2427 -3.0919
C -3.6287 2.2053 -3.8604
C -2.8534 1.0744 -4.0763
C -1.5794 0.9955 -3.5409
H 3.5325 3.3606 -7.1215
H 1.1183 3.8605 -6.9005
H -0.1084 3.1916 -4.8825
H 3.4808 1.5224 -3.2593
H 4.7025 2.1585 -5.2985
H 1.5636 2.5038 0.5183
H 1.8893 4.5578 1.8333
H 1.6487 6.7767 0.7440
H 1.0808 6.9076 -1.6649
H 0.7058 4.8518 -2.9556
H -1.4766 3.9674 -1.9327
H -3.7395 4.1158 -2.8932
H -4.6272 2.2688 -4.2770
H -3.2496 0.2419 -4.6442
H -0.9948 0.0933 -3.6772
F -2.7596 -2.3689 0.2273
Te -1.1336 -3.1291 -0.3289
F -2.2323 -3.7344 -1.7631
F -0.6565 -1.9144 -1.7054
F -1.7711 -4.7482 0.4390
F 0.1818 -4.2340 -1.1449
O -0.1488 -2.7195 1.1143
```

Entry 2:
Computed, not measured: a structure of composition C30H39Br42FN2O6Si in a non-equilibrium geometry, with ωB97M-V/def2-TZVPD.

Properties
Strongest force on any atom ... 2.52 eV/A
Net charge ... 0

Geometry as XYZ:
```
121
C30H39Br42FN2O6Si, DFT ωB97M-V/def2-TZVPD
C 3.6538 -1.0713 0.2017
C 2.1232 -1.0210 -0.0444
O 1.4322 -1.7871 0.9292
C 1.3796 -3.1681 0.6135
C 0.0952 -3.7371 1.2618
O -0.6565 -4.5919 0.3937
Si -2.0170 -3.8527 -0.2633
C -3.1565 -3.0925 1.0154
C -4.3071 -4.0040 1.5532
C -5.6458 -3.2518 1.4356
C -6.1688 -3.1772 -0.0338
N -6.6075 -1.8122 -0.3087
C -5.7489 -0.8065 -0.5098
C -6.4183 0.3937 -0.7216
C -7.7997 -0.0059 -0.6135
C -7.8749 -1.3488 -0.3760
C -2.9251 -5.1755 -1.2686
C -2.7694 -5.0911 -2.7862
O -2.2620 -5.9884 -3.4041
O -3.1944 -3.9856 -3.4592
C -1.3349 -2.3940 -1.3507
O -1.5343 -1.2741 -0.9582
N -0.5962 -2.7370 -2.5533
C 0.0270 -1.6550 -3.1761
O -0.4566 -0.6151 -3.4965
F 1.3364 -1.8946 -3.4791
H 3.7900 -1.3398 1.2573
H 4.1026 -1.8850 -0.3829
H 4.1240 -0.1160 -0.0376
H 1.7754 0.0181 -0.0441
H 1.9206 -1.4096 -1.0539
H 1.4425 -3.3849 -0.4625
H 2.2452 -3.6370 1.1112
H -0.4686 -2.8715 1.6377
H 0.3647 -4.3294 2.1457
H -2.6254 -2.6868 1.8839
H -3.6132 -2.2170 0.5297
H -4.1218 -4.1446 2.6275
H -4.3479 -5.0140 1.1271
H -5.4573 -2.2277 1.7815
H -6.4260 -3.6730 2.0794
H -5.4185 -3.4916 -0.7653
H -7.0574 -3.8136 -0.0945
H -4.6698 -0.8450 -0.5234
H -5.9532 1.3613 -0.8829
H -8.6213 0.7130 -0.6945
H -8.7991 -1.8981 -0.2592
H -4.0050 -5.1220 -1.0575
H -2.6119 -6.1723 -0.9409
H -3.8563 -3.5024 -2.9456
H 0.1181 -3.4008 -2.2502
C -12.1320 1.8975 -1.4394
Br -13.3602 1.0178 -2.6394
Br -10.7694 0.6914 -0.7905
Br -11.3570 3.4707 -2.2338
H -12.7056 2.2242 -0.5825
C 5.8572 2.0204 1.9890
Br 3.9776 2.4205 1.8228
Br 6.1945 0.7035 3.3565
Br 6.6330 1.4984 0.3038
H 6.3505 2.9334 2.2955
C -13.2476 7.0447 -1.8034
Br -13.3472 6.9855 -3.7276
Br -14.4252 5.7536 -0.9856
Br -11.4348 6.8565 -1.1769
H -13.5904 8.0226 -1.4969
C 9.7875 4.4890 0.1051
Br 9.1526 3.9126 -1.6201
Br 8.5265 5.6591 0.9796
Br 10.2635 2.9926 1.2240
H 10.6902 5.0625 -0.0614
C -3.3660 0.9659 -4.0769
Br -4.0360 0.0078 -5.6078
Br -3.4042 2.8794 -4.3424
Br -4.3052 0.4916 -2.4617
H -2.3293 0.6766 -3.9512
C 6.7406 0.6246 -3.6704
Br 6.4639 0.7855 -5.5709
Br 5.6543 -0.7701 -2.8999
Br 8.6015 0.3812 -3.2312
H 6.4273 1.5591 -3.2239
C 10.0281 -2.6120 -0.4302
Br 9.3889 -3.2150 -2.1477
Br 8.7724 -1.4277 0.4273
Br 10.5099 -4.0858 0.7122
H 10.9289 -2.0416 -0.6103
C 9.1934 -4.3676 4.9257
Br 10.2075 -2.7360 4.7566
Br 7.7332 -4.4274 3.6711
Br 10.3188 -5.9268 4.7825
H 8.7635 -4.3742 5.9175
C 12.9060 4.3236 4.5167
Br 12.5720 2.4379 4.2812
Br 14.4641 4.8966 3.5416
Br 11.3667 5.3995 4.0719
H 13.1070 4.4813 5.5671
C -6.8980 -4.4841 5.7284
Br -5.7866 -2.9770 5.2727
Br -8.7675 -4.0186 5.7192
Br -6.5327 -6.0018 4.5945
H -6.6455 -4.7730 6.7391
C 12.9388 8.3406 1.6961
Br 13.9384 9.9197 1.2269
Br 11.0545 8.7089 1.8672
Br 13.2704 6.8955 0.4649
H 13.2902 8.0157 2.6671
C -14.7270 10.3870 1.0963
Br -14.8383 10.3551 -0.8294
Br -15.8976 9.0822 1.8962
Br -12.9093 10.1857 1.7030
H -15.0665 11.3618 1.4180
C -4.1582 4.7161 -0.5500
Br -3.8219 6.6112 -0.6605
Br -3.5589 3.9761 1.1263
Br -6.0080 4.2982 -0.8914
H -3.5779 4.2434 -1.3322
C 11.2776 -6.3221 -3.9300
Br 10.6876 -6.5734 -5.7483
Br 10.3358 -7.4760 -2.7079
Br 13.1888 -6.5152 -3.7646
H 11.0359 -5.3042 -3.6543
```

Entry 3:
Computed, not measured: a cluster of 5 separate species, C29H49Br2FN8O8 in total in a non-equilibrium geometry, with ωB97M-V/def2-TZVPD.

Properties
Strongest force on any atom ... 2.72 eV/A
SMILES string ... CNC[C@@]1(c2ccccn2)C(=O)N[C@](CC(=O)F)([C@H](Br)[C@@H](C)Br)[C@@H]1CON=O.CNC(C)=O.CNC(C)=O.CNC(C)=O.CNC(C)=O
Net charge ... 0

Geometry as XYZ:
```
97
C29H49Br2FN8O8, DFT ωB97M-V/def2-TZVPD
C 0.5769 1.1188 3.9544
N 1.0598 1.6146 2.6447
C 1.5143 0.5484 1.7351
C 0.7717 0.6395 0.3484
C -0.6781 0.1586 0.4818
C -1.5157 0.4298 -0.5766
C -2.8405 0.0293 -0.4611
C -3.1578 -0.5969 0.7199
C -2.2402 -0.8534 1.7076
N -0.9731 -0.4721 1.5964
C 0.9893 2.1309 -0.0320
O 0.2999 3.0839 0.1843
N 2.2663 2.1406 -0.7501
C 2.3383 0.9606 -1.6244
C 3.8668 0.7672 -1.8293
C 4.3508 -0.6676 -1.7373
O 4.6547 -1.2337 -0.7226
F 4.5109 -1.3793 -2.8979
C 1.5262 1.1107 -2.9425
Br 2.2062 -0.0085 -4.4141
C 1.3887 2.5404 -3.5195
C 0.2874 3.3887 -2.8530
Br 3.0433 3.5890 -3.5784
C 1.6791 -0.1263 -0.6868
C 1.0906 -1.3885 -1.3427
O 1.2695 -2.4927 -0.4408
N 0.0470 -3.0361 -0.0569
O 0.2127 -4.1156 0.3650
H 1.0883 1.6545 4.7651
H -0.4758 1.4087 4.0518
H 0.7139 0.0462 4.1074
H 1.8761 2.1729 2.8559
H 1.4032 -0.4553 2.1526
H 2.5945 0.7033 1.5867
H -1.1771 0.9339 -1.4736
H -3.5718 0.2176 -1.2366
H -4.1935 -0.9154 0.8789
H -2.5807 -1.3810 2.5933
H 2.9278 2.1331 0.0197
H 4.2100 1.1445 -2.7930
H 4.4524 1.3167 -1.0909
H 0.5085 0.7519 -2.7727
H 1.0890 2.4209 -4.5603
H -0.4691 2.7997 -2.3263
H 0.7061 4.1084 -2.1497
H -0.2455 3.9701 -3.6134
H 2.4217 -0.5692 -0.0134
H 1.6781 -1.6454 -2.2320
H 0.0536 -1.2877 -1.6751
C 7.4830 -1.0958 0.3267
C 8.3719 -0.1275 1.0668
O 8.1959 1.0794 1.0238
N 9.3972 -0.6440 1.7999
C 9.7629 -2.0369 1.9721
H 6.7229 -0.5421 -0.2041
H 8.0662 -1.6674 -0.3975
H 6.9923 -1.7727 1.0268
H 9.9494 0.0572 2.2674
H 9.7201 -2.2901 3.0332
H 10.7850 -2.1854 1.6180
H 9.0979 -2.6949 1.4232
C 7.4259 3.1608 -5.1344
C 6.6663 1.9469 -4.6632
O 5.8701 1.9995 -3.7378
N 6.8905 0.7707 -5.3029
C 7.7879 0.5096 -6.4124
H 7.1382 4.0144 -4.5277
H 8.4997 3.0032 -5.0254
H 7.1863 3.3780 -6.1762
H 6.3483 0.0032 -4.9352
H 7.2110 0.1264 -7.2559
H 8.5152 -0.2469 -6.1130
H 8.3145 1.4064 -6.7204
C -7.8868 -0.0861 2.6819
C -7.1188 -0.2490 1.3972
O -6.0061 -0.7612 1.3602
N -7.7017 0.1948 0.2542
C -9.0005 0.8230 0.0976
H -7.2993 -0.4838 3.5035
H -8.0817 0.9693 2.8749
H -8.8266 -0.6330 2.6363
H -7.1355 0.0552 -0.5676
H -9.6093 0.2210 -0.5796
H -8.8676 1.8144 -0.3388
H -9.5145 0.9187 1.0479
C -11.9310 -2.1733 5.8566
C -10.8979 -2.0551 4.7635
O -10.2007 -1.0605 4.6357
N -10.7615 -3.1049 3.9098
C -11.4930 -4.3585 3.9040
H -11.9209 -1.2644 6.4507
H -12.9262 -2.2972 5.4275
H -11.7006 -3.0171 6.5082
H -10.0548 -2.9619 3.2059
H -10.7888 -5.1838 4.0215
H -12.0054 -4.4691 2.9468
H -12.2236 -4.3984 4.7045
```

Entry 4:
Computed, not measured: a cluster of 3 separate species, C23H38BrClF3NO6 in total in a non-equilibrium geometry, with ωB97M-V/def2-TZVPD.

Properties
Strongest force on any atom ... 2.43 eV/A
SMILES string ... CC[C@@H](Br)C1=C(C(F)(F)F)C(=O)C(OCCNC[C@H](C)O)=C(Cl)C1=O.CCOCC.CCOCC
Net charge ... 0

Geometry as XYZ:
```
73
C23H38BrClF3NO6, DFT ωB97M-V/def2-TZVPD
C -4.8229 -0.4545 -3.3888
C -3.8991 0.4393 -4.2662
C -2.8032 -0.3825 -5.0612
Br -3.3536 -0.3104 -6.9523
C -1.4510 0.2651 -4.7964
C -0.8192 0.1506 -3.6471
C -1.3256 -0.6222 -2.4520
F -0.3893 -0.8085 -1.5341
F -2.2676 0.0909 -1.8342
F -1.7770 -1.8305 -2.7473
C 0.5126 0.8964 -3.4858
O 1.4801 0.4290 -3.0125
C 0.4705 2.3128 -4.0692
O 1.0070 3.3573 -3.3966
C -0.1010 3.9786 -2.6665
C 0.3912 5.0266 -1.6788
N 0.3866 6.4010 -2.2105
C -0.9696 6.8441 -2.5918
C -1.3630 8.1912 -1.9668
C -1.6929 8.0754 -0.4730
O -2.5481 8.6779 -2.6048
C -0.1404 2.4231 -5.2191
Cl -0.3060 3.9344 -6.0631
C -0.7219 1.1484 -5.8251
O -0.5732 0.8640 -6.9529
H -4.8595 -0.0008 -2.3919
H -5.8528 -0.3950 -3.7575
H -4.4917 -1.4937 -3.3339
H -3.4005 1.2183 -3.6815
H -4.5204 0.9715 -4.9908
H -2.8565 -1.4299 -4.7754
H -0.5803 3.1627 -2.0972
H -0.8435 4.3369 -3.3872
H -0.3276 5.0063 -0.8322
H 1.3555 4.7201 -1.2605
H 0.6214 6.9756 -1.4025
H -1.7534 6.0891 -2.4112
H -0.9638 7.0005 -3.6840
H -0.5502 8.9046 -2.1809
H -2.4671 7.3042 -0.3788
H -2.1157 9.0197 -0.1178
H -0.7864 7.8197 0.0880
H -2.2950 9.2444 -3.3434
C -0.1128 -3.1680 0.4845
C 1.3144 -2.8890 0.9221
O 1.5226 -3.0325 2.3173
C 1.2753 -4.3170 2.8564
C 2.1564 -5.4069 2.2687
H -0.8143 -2.5520 1.0500
H -0.2309 -2.9518 -0.5749
H -0.3885 -4.2123 0.6438
H 1.5634 -1.8536 0.6861
H 2.0227 -3.5131 0.3658
H 0.2145 -4.5750 2.7581
H 1.4762 -4.2417 3.9262
H 1.9462 -5.5678 1.2100
H 1.9895 -6.3515 2.7889
H 3.2103 -5.1352 2.3551
C 3.8645 -4.0572 5.9689
C 4.2054 -5.4028 6.5857
O 4.0814 -5.4320 7.9966
C 2.7910 -5.1665 8.5146
C 1.7312 -6.1564 8.0605
H 4.4544 -3.2632 6.4294
H 4.0678 -4.0693 4.8968
H 2.8111 -3.8060 6.1049
H 5.2483 -5.6396 6.3708
H 3.6061 -6.2022 6.1347
H 2.4902 -4.1386 8.2818
H 2.8857 -5.2217 9.5999
H 1.5537 -6.0917 6.9853
H 0.7854 -5.9580 8.5666
H 2.0434 -7.1789 8.2798
```

Entry 5:
Computed, not measured: a structure of composition C17H35ErN3O4SSe2Si in a non-equilibrium geometry, with ωB97M-V/def2-TZVPD.

Properties
Spin multiplicity ... 4
ΔE to the lowest compared entry with this formula, charge and spin ... 598.92 kJ/mol
Strongest force on any atom ... 3.23 eV/A
⟨S²⟩ ... 3.875
Net charge ... +1

Geometry as XYZ:
```
64
C17H35ErN3O4SSe2Si, DFT ωB97M-V/def2-TZVPD
Er 7.8737 10.5780 8.0855
C 9.0576 8.1779 13.0044
Se 8.5642 9.5999 11.7981
C 10.2212 10.7362 11.9607
C 10.6710 11.1507 10.5743
Se 10.1370 9.5483 9.4257
C 11.7900 9.7030 8.2922
H 9.6241 7.3426 12.5270
H 8.1017 7.7384 13.3744
H 9.6312 8.4973 13.8545
H 10.9474 10.0622 12.4263
H 9.9774 11.5344 12.6700
H 11.7907 11.1842 10.5330
H 10.1996 12.0535 10.1852
H 11.8833 10.7313 7.9131
H 11.7087 8.9453 7.4865
H 12.5869 9.4081 8.9877
N 8.5907 9.5035 6.2568
N 7.5496 8.5523 6.4691
H 8.4768 10.0165 5.3565
H 9.4397 8.9414 6.1899
H 7.9889 7.6154 6.4725
H 6.8219 8.4823 5.7389
C 4.9404 7.6467 7.0226
Si 6.4700 7.8411 8.1718
C 7.7934 6.4001 8.1171
C 5.9230 8.0764 9.9905
H 4.2768 6.9484 7.5250
H 5.2146 7.1848 6.0799
H 4.4782 8.6294 6.8831
H 7.6592 5.7805 9.0087
H 8.8324 6.7243 8.1973
H 7.6678 5.7240 7.2471
H 5.0035 7.4956 10.0395
H 5.7792 9.1218 10.2441
H 6.7190 7.6188 10.5962
C 11.7041 15.9997 10.3143
C 10.6709 15.4752 9.3553
C 9.3139 15.9285 9.4036
C 8.4229 15.5237 8.4241
C 8.8043 14.4581 7.5173
C 10.1363 14.0340 7.4887
C 11.0357 14.4783 8.4574
S 7.6837 13.6954 6.4533
O 7.9609 12.2059 6.5195
O 7.7024 14.2583 5.1414
N 6.2168 13.9621 7.1664
C 4.9474 13.2480 6.9162
C 4.4716 12.5228 8.1613
C 5.5336 11.4693 8.3806
O 5.7576 10.6217 7.4172
O 6.3458 11.5565 9.3523
H 11.1817 16.4951 11.1476
H 12.4179 16.6548 9.8524
H 12.3056 15.2066 10.7617
H 8.9377 16.6506 10.1329
H 7.4270 15.9066 8.4160
H 10.4279 13.1742 6.8576
H 11.9997 14.0203 8.4818
H 6.1930 14.9739 7.3307
H 5.2048 12.4576 6.1857
H 4.1679 13.9562 6.5579
H 3.4996 12.0702 7.9230
H 4.4303 13.1089 9.0806
```

Entry 6:
Computed, not measured: the molecule C4H8O2 in a non-equilibrium geometry, with ωB97M-V/def2-TZVPD.

Properties
ΔE to the lowest compared entry with this formula, charge and spin ... 123.97 kJ/mol
Strongest force on any atom ... 1.26 eV/A
SMILES string ... CCC(=O)CO
Net charge ... 0

Geometry as XYZ:
```
14
C4H8O2, DFT ωB97M-V/def2-TZVPD
C 1.6071 0.6016 -0.9644
C 0.6694 -0.4568 -0.3815
C -1.5582 -0.1049 0.8590
O -1.1182 -1.0742 1.7808
C -0.7311 0.0448 -0.3956
O -1.1944 0.5891 -1.3777
H 1.4889 0.6788 -2.0391
H 2.6597 0.4290 -0.7366
H 1.3520 1.5926 -0.5683
H 1.0087 -0.8123 0.5924
H -1.5673 0.9067 1.2867
H -2.5721 -0.3576 0.5545
H -0.4604 -0.6754 2.3610
H 0.4159 -1.3615 -0.9712
```

| no. | E_tot (Eh) |
| --- | --- |
| 1 | -4709.26851 |
| 2 | -110225.29029 |
| 3 | -7422.22394 |
| 4 | -4739.04666 |
| 5 | -7639.21130 |
| 6 | -307.66521 |